[1]
{
  "formula": "C7H10",
  "method": "the ωB97M-V functional and the def2-TZVPD basis",
  "species": ["C", "C", "C", "C", "C", "C", "C", "H", "H", "H", "H", "H", "H", "H", "H", "H", "H"],
  "coordinates": [[-1.57363, -0.13332, 0.60422], [-0.82986, -0.78015, -0.54236], [-0.64280, 0.03050, -1.79363], [0.54506, -0.31232, -0.93006], [1.27859, 0.71879, -0.07859], [1.53552, 0.29054, 1.30818], [1.73718, -0.00621, 2.45868], [-2.65203, -0.22493, 0.43999], [-1.32725, -0.58458, 1.56904], [-1.34685, 0.93553, 0.67147], [-1.02438, -1.84494, -0.66127], [-0.73598, -0.47082, -2.75408], [-1.00600, 1.05589, -1.78397], [1.19332, -1.04184, -1.40450], [0.70125, 1.64927, -0.03877], [2.23583, 0.97610, -0.54704], [1.91204, -0.25750, 3.48268]],
  "molar_mass_g_mol": 94.16,
  "gap_ev": 10.92,
  "max_force_ev_per_a": 0.5,
  "de_lowest_kj_mol": 243.6,
  "e_lumo_ev": 1.13,
  "spin_multiplicity": 1
}

[2]
{
  "formula": "C7H10",
  "method": "the ωB97M-V functional and the def2-TZVPD basis",
  "species": ["C", "C", "C", "C", "C", "C", "C", "H", "H", "H", "H", "H", "H", "H", "H", "H", "H"],
  "coordinates": [[-1.18029, 1.31653, -0.03111], [-1.59303, 0.17014, 0.50007], [-0.22585, 0.97794, -1.14390], [0.33199, -0.42964, -0.83492], [1.59926, -0.40480, 0.03902], [0.73413, -0.68086, 1.29473], [-0.52920, -0.89630, 0.38413], [-1.70009, 2.26664, 0.00263], [0.51924, 1.75320, -1.28887], [-2.64222, 0.00144, 0.71791], [-0.89612, 0.93119, -2.02050], [0.36043, -1.08817, -1.71121], [2.13726, 0.55049, 0.01647], [2.31635, -1.20142, -0.18507], [1.05481, -1.53933, 1.89470], [0.63564, 0.18902, 1.95118], [-0.92232, -1.91607, 0.41473]],
  "molar_mass_g_mol": 94.16,
  "gap_ev": 9.74,
  "max_force_ev_per_a": 1.2,
  "de_lowest_kj_mol": 180.0,
  "e_lumo_ev": 1.12,
  "spin_multiplicity": 1
}

[3]
{
  "formula": "C7H10",
  "method": "the ωB97M-V functional and the def2-TZVPD basis",
  "species": ["C", "C", "C", "C", "C", "C", "C", "H", "H", "H", "H", "H", "H", "H", "H", "H", "H"],
  "coordinates": [[2.36395, 0.31157, 0.24165], [1.25919, -0.61285, 0.74638], [-0.08794, 0.00912, 0.56676], [-1.80131, -0.02418, -1.00844], [-1.34516, -0.79115, 0.29384], [-0.30182, 1.31560, 0.23863], [-1.34155, 1.37537, -0.62347], [2.20776, 0.53411, -0.81967], [3.35344, -0.13929, 0.36057], [2.33125, 1.26536, 0.77803], [1.26697, -1.57338, 0.20949], [1.41409, -0.87284, 1.80393], [-2.87487, -0.08282, -1.23000], [-1.26595, -0.44740, -1.86934], [-1.16369, -1.86500, 0.16353], [-2.11588, -0.66732, 1.06216], [-1.89848, 2.26510, -0.91405]],
  "molar_mass_g_mol": 94.16,
  "gap_ev": [7.76, 7.76],
  "max_force_ev_per_a": 0.2,
  "de_lowest_kj_mol": 347.3,
  "e_lumo_ev": [-0.16, -0.16],
  "spin_multiplicity": 1
}

[4]
{
  "formula": "C7H10",
  "method": "the ωB97M-V functional and the def2-TZVPD basis",
  "species": ["C", "C", "C", "C", "C", "C", "C", "H", "H", "H", "H", "H", "H", "H", "H", "H", "H"],
  "coordinates": [[0.10292, 0.67546, -2.01366], [-1.21220, 0.91370, -2.31043], [2.04635, 1.04690, -0.49078], [0.72987, 0.57213, -0.56128], [-0.06145, 0.12590, 0.62825], [-0.65649, -1.09730, 0.88565], [-0.72913, -1.42570, 2.40138], [0.90390, 0.35897, -2.86199], [-1.71459, 0.35214, -3.22271], [-1.87753, 1.47204, -1.64649], [2.48142, 1.19976, -1.54556], [2.51470, 1.25150, 0.52013], [0.28801, 0.79658, 1.46600], [-0.78869, -1.84978, 0.10269], [-1.68609, -1.17779, 2.87393], [0.07559, -0.75499, 2.91729], [-0.41658, -2.45954, 2.85757]],
  "molar_mass_g_mol": 94.16,
  "gap_ev": [9.18, 6.04],
  "charge": 1,
  "max_force_ev_per_a": 3.5,
  "de_lowest_kj_mol": 257.4,
  "s_squared": 0.791,
  "e_lumo_ev": [-4.87, -7.82],
  "spin_multiplicity": 2
}

[5]
{
  "formula": "C7H10AgNbO2",
  "method": "the ωB97M-V functional and the def2-TZVPD basis",
  "species": ["O", "C", "O", "Nb", "C", "C", "C", "C", "C", "C", "H", "H", "H", "H", "H", "H", "H", "H", "H", "H", "Ag"],
  "coordinates": [[1.86456, 1.16911, 1.75152], [0.70345, 0.88729, 1.39818], [-0.39695, 1.57307, 1.74750], [-1.37062, 2.48095, 0.11884], [0.56026, -0.41060, 0.51541], [1.54175, -0.71758, -0.52416], [1.33784, -1.93767, -1.34913], [0.14510, -2.77395, -1.09440], [-0.85793, -2.48800, -0.02324], [-0.63534, -1.26891, 0.79218], [-1.60522, 3.98302, 1.14535], [0.16271, 3.12282, -0.62914], [-1.21981, 1.03259, -0.97300], [-2.94817, 1.73986, 0.71728], [-2.35255, 3.25286, -1.18994], [2.41529, 0.00876, -0.65051], [2.07795, -2.16222, -2.15769], [-0.03379, -3.67393, -1.73285], [-1.75743, -3.11460, 0.19091], [-1.36884, -0.97635, 1.59699], [3.73774, 0.27347, 0.34991]],
  "molar_mass_g_mol": 326.93,
  "gap_ev": 4.95,
  "max_force_ev_per_a": 3.8,
  "e_lumo_ev": -2.94,
  "spin_multiplicity": 1
}

[6]
{
  "formula": "C7H10BClF2NO5P",
  "method": "the ωB97M-V functional and the def2-TZVPD basis",
  "species": ["C", "N", "C", "P", "O", "Cl", "C", "C", "C", "H", "H", "H", "H", "H", "H", "H", "H", "H", "H", "B", "O", "C", "O", "C", "O", "O", "F", "F"],
  "coordinates": [[2.50366, 2.89408, 1.90331], [1.88274, 1.69648, 1.21775], [0.57865, 1.22509, 1.20949], [-0.81644, 2.13427, 2.20616], [-2.16228, 1.01176, 2.42596], [-1.43941, 3.71942, 0.89420], [0.33631, -0.12805, 0.26502], [1.89774, -0.70363, 0.09795], [2.64843, 0.74205, 0.28139], [2.04691, 3.93271, 1.54524], [2.51181, 2.83652, 3.08093], [3.64336, 2.92913, 1.55094], [-2.18885, 0.74965, 3.39689], [-0.20451, 0.06417, -0.77521], [-0.11697, -0.98894, 0.95663], [2.04825, -1.55693, 0.88492], [2.09166, -1.10991, -0.99956], [3.82208, 0.79054, 0.29366], [2.41656, 1.26126, -0.76813], [-3.08713, -2.59340, -1.25332], [-1.80033, -1.88924, -1.25352], [-1.35186, -1.88450, -2.51615], [-0.29977, -1.37516, -2.86692], [-2.29113, -2.56114, -3.36851], [-2.17897, -2.72900, -4.57206], [-3.33206, -2.99269, -2.64340], [-4.14373, -1.70546, -0.79379], [-3.01469, -3.76908, -0.39985]],
  "molar_mass_g_mol": 303.39,
  "gap_ev": 6.31,
  "max_force_ev_per_a": 5.0,
  "e_lumo_ev": -2.96,
  "spin_multiplicity": 1
}

[7]
{
  "formula": "C7H10BNO",
  "method": "the ωB97M-V functional and the def2-TZVPD basis",
  "species": ["B", "C", "C", "C", "C", "C", "C", "C", "N", "O", "H", "H", "H", "H", "H", "H", "H", "H", "H", "H"],
  "coordinates": [[0.13751, 0.03396, -1.01007], [1.32424, 1.17525, 3.16759], [0.85024, -0.10169, 2.86949], [1.61612, 1.97691, 2.12347], [0.60105, -0.47562, 1.57823], [1.16813, 1.61725, 0.84333], [0.74667, 0.39854, 0.49302], [-1.70196, -1.05092, -2.39893], [-1.09016, -0.63113, -1.12482], [0.90280, 0.27702, -2.33677], [1.50410, 1.61714, 4.18444], [0.49784, -0.66771, 3.81411], [2.07834, 3.05968, 2.18046], [0.46690, -1.50188, 1.32682], [1.14157, 2.30140, 0.04998], [-1.82961, -2.10716, -2.32844], [-2.73036, -0.54865, -2.59693], [-1.03823, -0.84222, -3.24458], [-1.76121, -0.71174, -0.41800], [0.24316, 0.01137, -3.06056]],
  "molar_mass_g_mol": 134.98,
  "gap_ev": 9.75,
  "max_force_ev_per_a": 4.0,
  "de_lowest_kj_mol": 0.0,
  "e_lumo_ev": 0.56,
  "spin_multiplicity": 1
}

[8]
{
  "formula": "C7H10BNO2",
  "method": "the ωB97M-V functional and the def2-TZVPD basis",
  "species": ["B", "C", "C", "C", "C", "C", "C", "C", "N", "O", "O", "H", "H", "H", "H", "H", "H", "H", "H", "H", "H"],
  "coordinates": [[-1.11639, -0.94498, 0.15399], [-2.62415, -0.53675, 0.14905], [-2.98805, 0.79868, 0.03825], [-2.01908, 1.81016, 0.07770], [-0.68359, 1.51297, 0.14194], [1.52736, 0.01700, 0.56707], [-0.52184, -2.47278, 0.01938], [3.50722, 0.58237, -0.59894], [-0.21760, 0.25295, 0.24090], [1.99367, -0.42294, 1.55299], [2.06088, 0.53145, -0.49258], [-3.39634, -1.18520, 0.07100], [-3.92553, 1.24726, 0.01899], [-2.12946, 2.90319, 0.01947], [0.19753, 2.14192, 0.12201], [-0.51010, -2.58908, -1.13873], [-1.22797, -3.05819, 0.58575], [0.40516, -2.44278, 0.49932], [3.92233, 1.67782, -0.74871], [3.64445, -0.15754, -1.47740], [4.10150, 0.33445, 0.19855]],
  "molar_mass_g_mol": 150.97,
  "gap_ev": 8.63,
  "max_force_ev_per_a": 4.2,
  "de_lowest_kj_mol": 414.5,
  "e_lumo_ev": 0.56,
  "spin_multiplicity": 1
}